Below is a 9-piece molecular cluster, C5H29N2O9 overall at a distorted geometry, with properties calculated with wB97M-V/def2-TZVPD.

XYZ file:
```
45
Properties=species:S:1:pos:R:3:forces:R:3:nbo_charge:R:1
N 1.23524 0.82451 0.87813 0.006 0.037 0.398 -0.7266
C -0.21830 0.61426 0.68260 -0.385 1.050 0.404 -0.3558
C -0.39739 -0.65106 -0.12179 -0.165 -1.742 -0.587 0.6810
N -1.43878 -1.52891 0.10471 0.215 2.127 1.841 -0.6257
C -0.62946 -2.53140 2.24165 -1.012 -1.763 -0.447 -0.6425
C -1.77519 -1.79549 1.53212 -0.040 -0.850 -0.409 -0.0531
C -3.01926 -2.66905 1.48889 -1.518 -0.258 0.107 -0.6344
O 0.43656 -0.89803 -0.97369 0.303 0.344 -0.113 -0.6181
H 1.54896 1.07497 1.82326 -0.621 -0.195 0.148 0.4715
H 1.73750 -0.05628 0.71241 0.205 0.588 -0.520 0.4642
H 1.66352 1.57975 0.33480 -0.085 -0.334 -0.641 0.4837
H -0.65976 1.45505 0.13199 0.255 -0.253 -0.374 0.2983
H -0.71742 0.69962 1.63823 -0.058 -0.554 0.248 0.2249
H -1.46991 -2.36953 -0.44794 0.445 -0.008 -0.353 0.4100
H -1.05395 -3.04398 3.11294 0.268 0.484 0.247 0.2321
H 0.27808 -2.00378 2.50099 0.048 0.418 -0.092 0.2106
H -0.38962 -3.39337 1.60236 0.417 0.236 0.009 0.2170
H -1.94287 -0.90098 2.11582 -0.484 0.491 -0.426 0.2017
H -3.00701 -3.49121 0.76356 0.880 -0.244 0.352 0.2170
H -3.95562 -2.21279 1.13312 0.490 0.838 0.212 0.2294
H -3.30090 -3.05866 2.47050 0.331 -0.141 -0.095 0.2306
H 0.40374 3.11795 -2.62078 -0.318 -0.133 -0.232 0.4944
H 0.68956 2.16929 -3.81577 -0.574 -0.246 -0.930 0.4912
O 0.98395 2.43257 -2.96351 0.944 0.621 1.284 -0.9709
H -1.67120 1.34722 -2.51040 0.051 0.127 0.214 0.5099
H -2.45101 2.60522 -2.26060 -2.245 2.027 -1.338 0.4678
O -1.86235 2.04521 -1.85349 2.249 -2.050 1.251 -0.9854
H -0.79296 -0.73095 -2.79372 -0.101 -0.475 0.048 0.4961
H -0.22659 -0.32672 -4.16928 -0.061 -0.198 -0.033 0.4825
O -0.57221 0.01587 -3.34285 0.275 0.704 -0.605 -0.9676
H 1.27823 -0.03093 3.86076 0.484 -0.279 0.730 0.4993
H 2.87254 -0.20080 3.58026 -0.318 -0.058 0.639 0.5128
O 2.00891 0.05804 3.24918 -0.049 0.174 -0.770 -0.9859
H 3.70848 -1.03885 0.66408 0.637 -0.349 -0.498 0.4795
H 4.07706 -0.02320 -0.53335 0.014 -0.377 0.114 0.5162
O 3.67912 -0.13971 0.33664 -0.221 -0.015 0.922 -0.9782
H 2.49504 2.19293 -1.85272 0.663 0.360 -0.082 0.5094
H 2.20765 0.89636 -1.43598 0.188 -0.813 0.178 0.4857
O 2.89053 1.54967 -1.22971 -0.993 0.805 -0.939 -0.9858
H 2.41658 4.11172 1.62672 -0.163 0.139 0.152 0.4891
H 2.98993 3.32194 0.47152 -0.161 -0.092 -0.068 0.4933
O 2.17237 3.44946 0.97517 0.411 0.025 -0.099 -0.9719
H -3.35599 -0.85583 -1.59462 0.259 0.132 0.015 0.4752
H -3.83617 -0.86858 -3.01430 0.229 0.039 -0.225 0.4813
O -3.02960 -0.74151 -2.49789 -0.693 -0.339 0.368 -0.9535
```
Positions in Å, forces in eV/Å.

As for the HOMO energy: -12.96 eV. As for the HOMO-LUMO gap: 0.385 Ha. As for the net charge: +1. As for the energy above the lowest of the compared OMol25 structures with the same formula, charge and spin: 47.1 kcal per mole. As for the multiplicity: 1.



Below is a 9-piece molecular cluster, C5H29NO9 overall at a distorted geometry, with properties calculated with wB97M-V/def2-TZVPD.

XYZ file:
```
44
Properties=species:S:1:pos:R:3:forces:R:3:nbo_charge:R:1
C -3.49623 0.74465 1.34605 -1.018 0.528 -1.088 -0.6049
C -2.88245 1.18340 -0.01023 1.672 1.790 1.727 -0.4209
C -1.68515 0.45288 -0.62504 2.232 -1.529 0.089 -0.0289
C -1.87566 0.56035 -2.17082 3.006 0.194 1.607 -0.6286
N -0.19241 0.80384 -0.11900 -5.021 -4.302 0.996 -0.6746
C 0.70118 -0.32955 -0.41079 -0.729 0.137 0.893 0.0844
O 1.70219 -0.08383 -1.32713 3.185 1.018 0.459 -0.7700
H -3.40475 -0.32648 1.30833 -0.443 -0.579 0.717 0.2054
H -2.97994 1.15259 2.20337 0.372 -0.142 0.097 0.2124
H -4.58584 1.08694 1.47575 1.525 -0.670 -0.505 0.2122
H -3.53802 1.08842 -0.84214 -1.315 0.587 -0.025 0.2138
H -2.53822 2.26258 0.15931 -0.699 -1.049 -0.839 0.1904
H -1.59522 -0.65210 -0.40469 -1.137 1.015 0.122 0.1794
H -1.69038 1.62387 -2.45243 -0.515 -1.129 -0.431 0.2202
H -1.21598 -0.17684 -2.64298 0.580 0.869 -0.168 0.2175
H -2.77484 0.11496 -2.40636 -2.576 -0.071 -0.508 0.2026
H 0.07996 1.56926 -0.56039 1.754 4.260 -2.496 0.3352
H 0.19364 -1.22075 -0.84077 -0.199 0.645 0.620 0.1614
H 1.01014 -0.49330 0.61462 1.104 -1.116 -0.044 0.1627
H 2.54291 0.37579 -0.94532 -2.305 -0.742 -0.845 0.5072
O 4.62282 0.60340 -0.98843 -0.845 -2.339 0.258 -0.9169
H 4.67438 0.88390 -0.08671 0.334 1.212 0.974 0.4679
H 4.38148 -0.33896 -0.75824 0.545 0.975 -1.122 0.4657
O 0.04893 3.19564 2.11079 0.825 0.806 -1.476 -0.9554
H -0.52794 2.81759 2.75536 -0.797 -0.524 0.225 0.4783
H -0.30971 3.07795 1.20365 0.024 -0.302 1.328 0.4778
O 0.57301 1.45458 -3.28870 1.363 -1.664 -3.307 -0.9387
H 1.28837 0.75838 -3.31861 -1.224 1.196 0.117 0.4835
H 0.59979 1.71930 -2.41371 0.268 0.843 2.605 0.4543
O 1.87465 -3.34860 2.23548 2.204 -1.133 -1.071 -0.9390
H 1.00319 -3.32879 1.91457 -1.373 0.438 0.358 0.4544
H 1.97376 -2.87444 3.03430 -0.393 0.815 1.217 0.4840
O 2.55445 2.97612 -0.77278 -0.897 -0.880 0.011 -0.9401
H 2.27352 3.58036 -0.10341 -0.712 0.491 0.942 0.4720
H 3.37570 3.35514 -1.01082 1.498 0.315 -0.840 0.4713
O -1.04286 -3.39402 0.97014 0.137 0.236 0.413 -0.9497
H -1.40681 -3.63022 0.10954 0.316 -0.056 0.040 0.4868
H -0.07993 -3.49477 0.90612 -0.808 -0.190 -1.033 0.4622
O -1.25110 -0.74615 3.09109 0.694 1.719 0.872 -0.9436
H -1.47373 -1.56321 2.71819 -0.649 -2.153 -0.809 0.4733
H -0.90590 -0.26099 2.33872 0.142 0.383 -0.190 0.4709
O 1.68979 -3.90659 -0.69548 -4.763 3.217 -5.137 -0.9496
H 1.99867 -3.08889 -1.16809 -0.233 -1.318 0.946 0.4845
H 2.29053 -4.18340 -0.13225 4.870 -1.798 4.300 0.4695
```
Positions in Å, forces in eV/Å.

As for the HOMO energy: -9.24 eV. As for the SMILES: CC[C@@H](C)NCO.O.O.O.O.O.O.O.O. As for the HOMO-LUMO gap: 0.340 Ha. As for the net charge: 0. As for the energy above the lowest of the compared OMol25 structures with the same formula, charge and spin: 103.6 kcal per mole. As for the multiplicity: 1.



Below is a 10-piece molecular cluster, C5H29O11 overall at a distorted geometry, with properties calculated with wB97M-V/def2-TZVPD.

XYZ file:
```
45
Properties=species:S:1:pos:R:3:forces:R:3:nbo_charge:R:1
C -0.04294 -0.60183 3.23952 -2.009 -1.529 1.347 -0.0894
O -0.76208 0.61777 3.33893 0.368 0.673 -1.104 -0.7463
C -1.00187 -1.79869 2.80139 0.931 1.742 0.030 -0.4250
C -1.81804 -1.44106 1.56497 -0.682 -0.843 -0.604 -0.3996
C -1.09078 -1.53505 0.22489 0.471 1.266 -0.049 -0.4381
C -0.38876 -2.86692 -0.06701 -0.122 1.011 -2.007 -0.0669
O 0.54098 -2.66660 -1.13446 0.728 -0.218 -0.483 -0.7629
H 0.79128 -0.57056 2.56143 0.026 0.253 0.002 0.2301
H 0.29207 -0.74594 4.27060 0.299 -0.600 -0.117 0.1507
H -0.42845 1.13368 2.58947 -0.287 0.235 0.172 0.4739
H -0.25237 -2.54600 2.60769 -0.143 -0.933 -0.100 0.1888
H -1.69940 -2.13452 3.56419 0.232 0.101 0.415 0.1963
H -2.61121 -2.18318 1.39306 -0.212 0.011 0.722 0.1888
H -2.37001 -0.48993 1.71661 0.766 -1.033 -0.302 0.2087
H -0.31948 -0.75383 0.15811 0.009 -0.215 0.175 0.2119
H -1.77972 -1.25114 -0.59699 0.217 -0.446 0.356 0.2086
H -1.05175 -3.53594 -0.64880 -0.151 -0.355 1.532 0.1787
H 0.17662 -3.24565 0.77841 -0.554 -0.531 0.239 0.1652
H 0.87119 0.52025 -1.42252 0.026 -0.156 -0.370 0.5158
H -0.69941 2.94370 1.19404 0.268 0.193 -0.043 0.4773
O 0.01497 2.59540 0.64162 -1.402 -0.706 -0.176 -1.0213
H -3.22300 1.63463 0.67870 -1.194 0.254 -0.215 0.4973
H -2.87640 0.92557 1.83456 -0.425 -0.048 1.070 0.4471
O -3.70373 1.25815 1.46563 1.176 0.370 -0.642 -0.9769
H -0.48952 -0.08105 -4.29792 -0.091 0.052 0.252 0.4752
H -0.02562 1.06820 -3.30460 -0.450 0.065 0.167 0.5311
O 0.12110 0.65332 -4.19819 -0.039 0.544 -0.196 -0.9860
H 1.94217 -0.45908 -2.17962 -0.205 0.704 0.281 0.5053
H 1.22519 -2.02852 -0.89643 -0.288 0.297 0.131 0.4822
O 1.68729 -0.03538 -1.32060 0.431 -0.489 0.245 -1.0777
H 1.90871 -1.49102 -3.92964 -0.228 0.078 -0.202 0.4695
H 1.59687 0.08297 -4.00467 0.554 -1.513 0.039 0.5109
O 2.30045 -0.62751 -3.77688 0.135 0.652 -0.325 -0.9908
H -2.88334 2.96065 -1.25015 0.348 -0.313 0.036 0.4735
H -1.59114 1.86254 -1.18851 -1.102 1.510 -0.006 0.5089
O -2.42965 2.33915 -0.66801 0.199 -0.767 -0.440 -1.0679
H 3.60767 0.34757 0.79958 0.371 0.059 0.290 0.4893
H 3.97439 -0.22145 -0.50698 0.279 0.038 -0.147 0.4688
O 4.39965 0.03837 0.32041 -0.474 -0.023 -0.078 -0.9731
H -0.53577 2.13533 -0.10542 1.643 0.941 1.521 0.5137
H 0.39604 2.35620 -1.45366 -0.268 0.196 -0.384 0.4733
O -0.29096 1.72887 -1.70966 0.503 -0.974 -0.792 -1.1932
H 1.27207 1.30263 1.13044 -0.001 -0.064 -0.179 0.5041
H 1.81650 0.06890 0.34515 -0.355 0.433 0.368 0.5025
O 1.70461 0.43882 1.25634 0.701 0.077 -0.425 -1.0322
```
Positions in Å, forces in eV/Å.

As for the HOMO energy: -7.06 eV. As for the HOMO-LUMO gap: 0.365 Ha. As for the net charge: -1. As for the energy above the lowest of the compared OMol25 structures with the same formula, charge and spin: 0.0 kcal per mole. As for the multiplicity: 1.



Below is C5H2Br2N2S2Sc as an isolated structure, with properties calculated with wB97M-V/def2-TZVPD.

XYZ file:
```
14
Properties=species:S:1:pos:R:3:forces:R:3:nbo_charge:R:1
Sc -0.39330 0.07226 -1.39584 0.075 0.005 -0.005 1.1988
S -1.84072 -0.64288 0.23225 -0.067 -0.064 -0.010 -0.0758
C -0.92327 0.65766 1.03420 -0.029 -0.008 0.085 -0.2517
S 0.27901 1.62629 0.14559 0.021 0.054 -0.009 -0.0760
C -1.14012 0.90635 2.34550 0.012 0.039 -0.016 -0.2931
C -0.41406 1.93749 3.02596 -0.001 -0.003 -0.002 0.2423
N 0.19008 2.76529 3.54406 -0.003 0.002 -0.002 -0.2143
C -2.09247 0.14400 3.09611 0.022 -0.015 0.027 0.2414
N -2.84734 -0.48800 3.68717 -0.017 0.003 -0.020 -0.2126
Br 0.70896 -0.23088 -4.00230 -0.046 0.014 -0.009 0.1880
C 1.99674 -1.47382 -3.23787 0.050 -0.025 -0.021 -0.5003
Br 1.56389 -1.89211 -1.39726 -0.046 0.017 -0.003 0.2188
H 2.96675 -0.99401 -3.26162 0.009 -0.016 -0.012 0.2662
H 1.94587 -2.38764 -3.81596 0.019 -0.003 -0.002 0.2681
```
Positions in Å, forces in eV/Å.

As for the HOMO energy: -12.54 eV. As for the HOMO-LUMO gap: 0.261 Ha. As for the net charge: +1. As for the energy above the lowest of the compared OMol25 structures with the same formula, charge and spin: 0.0 kcal per mole. As for the multiplicity: 1.



Below is a 2-piece molecular cluster, C5H2BrO2S2 overall at a distorted geometry, with properties calculated with wB97M-V/def2-TZVPD.

XYZ file:
```
12
Properties=species:S:1:pos:R:3:forces:R:3:nbo_charge:R:1
C 1.64823 1.29249 0.04097 1.097 -2.402 -0.006 -0.3706
C 0.63936 1.76241 0.71018 -0.154 -1.789 1.267 -0.4073
C 0.77937 -0.77256 1.30460 0.226 0.634 -0.555 -0.5485
C -0.87304 -1.51200 -0.34912 1.171 -1.241 0.717 -0.0193
C -2.14515 -1.07028 -0.70029 -4.007 -0.787 1.588 0.6493
O -1.25346 -0.42506 -1.33837 2.015 1.744 -1.690 -0.4929
O -3.35008 -0.99954 -0.56691 0.880 -0.222 -0.346 -0.6281
S 2.16480 -0.39611 0.25878 -0.983 0.558 0.666 0.2152
S -0.06320 0.65040 1.87986 -0.095 -0.069 -0.177 0.2427
Br -0.14212 -3.10097 -1.17169 -0.172 -0.023 -0.152 -0.0570
H 2.22156 1.83355 -0.61976 1.109 1.294 -1.451 0.2022
H 0.37373 2.73766 0.55175 -1.087 2.303 0.138 0.2144
```
Positions in Å, forces in eV/Å.

As for the HOMO energy (alpha / beta): -1.65 / -3.75 eV. As for the HOMO-LUMO gap (alpha / beta): 0.177 / 0.227 Ha. As for the net charge: -1. As for the multiplicity: 3.



Below is one molecule with the formula C5H2O at a distorted geometry, with properties calculated with wB97M-V/def2-TZVPD.

XYZ file:
```
8
Properties=species:S:1:pos:R:3:forces:R:3:nbo_charge:R:1
C -2.64069 -0.67413 -0.26021 -2.657 -0.774 -0.461 0.0992
C -1.50450 -0.31121 0.09166 3.021 1.658 1.235 -0.4021
C 1.23677 0.88764 0.60513 -2.056 0.019 2.718 0.4211
C -0.34346 -0.73494 -0.72024 0.559 -0.644 0.462 0.0182
C -0.03198 0.06723 0.25841 0.200 -0.209 -1.685 -0.0956
O 2.19486 0.76032 -0.05728 1.350 -0.198 -1.392 -0.4556
H 1.27741 1.49733 1.56962 -0.566 -0.514 -1.050 0.1467
H -0.18842 -1.49225 -1.48709 0.148 0.663 0.175 0.2681
```
Positions in Å, forces in eV/Å.

As for the HOMO energy: -9.28 eV. As for the HOMO-LUMO gap: 0.311 Ha. As for the net charge: 0. As for the energy above the lowest of the compared OMol25 structures with the same formula, charge and spin: 80.3 kcal per mole. As for the multiplicity: 1.



Below is one molecule with the formula C5H2O at a distorted geometry, with properties calculated with wB97M-V/def2-TZVPD.

XYZ file:
```
8
Properties=species:S:1:pos:R:3:forces:R:3:nbo_charge:R:1
C 2.67362 -0.27757 -0.01740 1.670 -0.276 -0.554 -0.0323
C 1.65022 -0.25511 -0.63774 1.999 -0.023 0.739 -0.1169
C 0.40159 -0.07650 -0.26187 -2.412 0.135 -1.201 0.0040
C -0.75788 0.06820 -0.06660 -1.347 0.065 0.347 -0.0870
C -2.14881 0.24129 0.13112 -1.089 0.103 0.204 0.3494
O -2.98988 -0.38278 -0.47357 0.091 0.063 0.104 -0.4779
H 3.60416 -0.31223 0.44116 1.125 -0.091 0.386 0.2290
H -2.43304 0.99470 0.88490 -0.037 0.025 -0.024 0.1317
```
Positions in Å, forces in eV/Å.

As for the HOMO energy: -10.00 eV. As for the SMILES: C#CC#CC=O. As for the HOMO-LUMO gap: 0.354 Ha. As for the net charge: 0. As for the energy above the lowest of the compared OMol25 structures with the same formula, charge and spin: 23.6 kcal per mole. As for the multiplicity: 1.



Below is C5H2O3 as an isolated structure at a distorted geometry, with properties calculated with wB97M-V/def2-TZVPD.

XYZ file:
```
10
Properties=species:S:1:pos:R:3:forces:R:3:nbo_charge:R:1
C 1.44694 -0.14892 -0.12651 -1.267 -1.789 3.810 0.7788
C -0.25136 0.89818 0.24126 -0.046 -3.883 -0.873 0.1922
C -1.55829 0.94364 -0.18570 2.654 -2.318 1.445 0.0472
C -1.12913 -1.25085 0.06546 2.777 5.144 0.857 0.2076
C 0.09846 -0.49644 0.38528 -6.002 -3.118 -2.205 -0.2955
H -2.11788 1.75645 -0.35171 -2.504 2.322 -0.827 0.2018
H -1.45319 -2.19957 0.22382 -0.574 -2.746 0.033 0.1994
O 2.48332 -0.66640 -0.20459 2.168 -0.751 -1.540 -0.4925
O 1.17774 1.13105 0.09228 -0.310 5.522 -1.306 -0.4458
O -2.16964 -0.36846 -0.15655 3.105 1.619 0.608 -0.3931
```
Positions in Å, forces in eV/Å.

As for the HOMO energy: -9.64 eV. As for the HOMO-LUMO gap: 0.348 Ha. As for the net charge: 0. As for the energy above the lowest of the compared OMol25 structures with the same formula, charge and spin: 65.4 kcal per mole. As for the multiplicity: 1.